ORCA calculation (ωB97M-V/def2-TZVPD) on C20H24B2CoF4N9SSi as an isolated structure.

HOMO level (spin up / spin down): -0.4366 / -0.4366 Ha
Energy above the lowest of the compared OMol25 structures with the same formula, charge and spin: 0.0 kcal/mol
Orbital gap (spin up / spin down): 8.23 / 5.17 eV
LUMO (spin up / spin down): -0.1340 / -0.2467 Eh

```
! RIJCOSX wB97M-V def2-TZVPD def2/J DEFGRID3
* xyz 1 2
Co 0.174 -0.330 0.266
S -2.134 -0.354 -0.158
Si -4.102 -0.846 -3.036
F 0.007 -2.167 0.137
F 1.375 -4.081 -0.316
F -0.902 -4.328 -0.180
F 0.321 -3.946 1.724
N 0.295 1.577 0.344
N 1.033 0.334 2.854
N 0.172 -0.422 2.144
N 2.779 0.309 1.088
N 1.151 2.185 1.194
N 2.992 1.899 3.038
N 3.767 1.014 3.729
N -0.132 -0.327 -1.667
N 2.044 -0.478 0.278
C -4.502 -1.029 -4.845
C -2.191 -0.634 -2.935
C -0.484 -1.215 2.986
C 0.094 3.775 0.062
C -0.015 -0.510 -4.008
C -4.550 -2.376 -2.077
C 0.596 -0.349 -2.757
C 2.861 -1.318 -0.353
C 4.277 3.115 4.365
C -4.866 0.703 -2.332
C 4.071 -0.025 0.957
C 0.914 0.022 4.153
C 4.532 1.739 4.518
C 1.039 3.513 1.032
C -0.340 2.521 -0.346
C 3.293 3.172 3.417
C -0.054 -0.954 4.284
C -1.484 -0.458 -1.739
C -1.386 -0.654 -4.084
C 4.170 -1.049 0.036
B 0.237 -3.887 0.384
B 2.029 1.246 2.087
H 4.822 0.467 1.549
H 1.667 -0.243 -2.644
H -1.846 -0.787 -5.055
H 1.537 0.501 4.888
H -1.196 -1.935 2.620
H 5.063 -1.554 -0.285
H -4.339 -2.276 -1.012
H -1.071 2.266 -1.095
H -4.029 -1.909 -5.286
H -0.227 4.735 -0.299
H 0.599 -0.529 -4.898
H 5.240 1.252 5.170
H -0.387 -1.425 5.191
H -5.580 -1.152 -4.963
H -4.529 1.594 -2.865
H -4.214 -0.150 -5.425
H -5.620 -2.572 -2.182
H -5.952 0.652 -2.433
H 4.740 3.942 4.873
H 2.465 -2.085 -0.997
H -4.644 0.829 -1.271
H 2.801 4.038 3.020
H -4.014 -3.253 -2.446
H 1.629 4.204 1.599
*
```

=====

ORCA calculation (ωB97M-V/def2-TZVPD) on C20H24BiINOP2 as an isolated structure in a non-equilibrium geometry.

HOMO level (spin up / spin down): -0.3822 / -0.3822 Ha
Energy above the lowest of the compared OMol25 structures with the same formula, charge and spin: 18.3 kcal/mol
Orbital gap (spin up / spin down): 3.87 / 3.87 eV
LUMO (spin up / spin down): -0.2401 / -0.2401 Eh

```
! RIJCOSX wB97M-V def2-TZVPD def2/J DEFGRID3
* xyz 1 1
Bi 0.049 -1.411 3.009
I -2.721 -1.914 2.680
P -1.834 1.227 0.196
P 1.365 1.322 1.166
O -1.781 1.386 3.207
N 0.453 -0.300 -1.891
C -0.961 0.726 2.687
C 1.716 -2.195 -1.058
C 1.565 -0.803 -1.330
C 0.589 -3.018 -1.310
C -1.938 -3.091 -1.467
C -0.668 -1.029 -1.840
C -3.065 -2.496 -2.001
C -1.955 3.051 0.417
C 3.878 -0.406 -0.943
C 2.978 -2.603 -0.532
C 1.430 3.084 1.717
C -0.664 -2.421 -1.544
C 2.588 0.097 -0.937
C -3.028 -1.125 -2.336
C -3.530 0.657 0.608
C -1.995 1.113 -1.686
C -1.930 -0.364 -1.984
C 4.073 -1.761 -0.669
C 2.197 1.490 -0.517
C 2.822 0.644 2.079
H -3.869 -0.602 -2.791
H -1.973 -4.115 -1.096
H -2.963 3.394 0.141
H -1.212 3.527 -0.245
H -3.646 0.745 1.686
H 1.000 3.725 0.925
H 3.208 -0.277 1.608
H 4.706 0.282 -1.038
H 0.845 3.134 2.653
H -0.082 -3.244 3.254
H 5.076 -2.174 -0.568
H 2.517 0.429 3.115
H -3.970 -3.083 -2.154
H 3.609 1.418 2.080
H -2.961 1.532 -2.038
H -1.103 1.645 -2.090
H 1.468 1.952 -1.224
H -1.747 3.226 1.485
H 3.120 2.096 -0.417
H 3.083 -3.602 -0.110
H 0.706 -4.113 -1.252
H 2.468 3.394 1.929
H -4.285 1.245 0.084
H -3.630 -0.396 0.339
*
```

=====

ORCA calculation (ωB97M-V/def2-TZVPD) on C20H24BrCuN4O4S2 as an isolated structure in a non-equilibrium geometry.

HOMO level: -0.2503 Ha
Energy above the lowest of the compared OMol25 structures with the same formula, charge and spin: 25.6 kcal/mol
Orbital gap: 5.45 eV
LUMO: -0.0500 Eh

```
! RIJCOSX wB97M-V def2-TZVPD def2/J DEFGRID3
* xyz 0 1
Br -1.801 -2.545 -2.213
Cu -1.328 -0.992 0.482
S -0.841 7.947 -0.598
S 2.497 -1.776 1.065
O -0.785 8.165 -2.018
O 0.056 6.931 -0.031
O 1.209 -1.060 0.592
O -0.895 9.064 0.321
N -2.131 5.605 -0.568
N -1.564 -2.828 0.616
N -3.516 7.539 -0.679
N -2.054 0.726 0.490
C -2.030 -4.831 -0.551
C 5.461 -2.072 2.211
C -3.391 0.992 0.131
C 2.836 -2.998 -1.637
C -3.193 4.801 -0.397
C 3.881 -0.629 0.652
C -3.776 2.319 -0.145
C -1.892 -5.583 0.625
C 2.694 -3.219 -0.088
C -2.315 6.897 -0.574
C -1.467 -3.538 1.776
C -1.758 -3.462 -0.533
C 2.014 -4.012 -2.490
C 5.266 -1.383 0.820
C -4.546 6.692 -0.790
C -4.452 5.276 -0.750
C -1.570 -4.919 1.801
C -1.546 3.083 0.307
C -2.861 3.407 0.005
C -1.218 1.756 0.605
H -0.737 3.835 0.249
H 3.761 -0.206 -0.359
H 3.828 0.193 1.424
H 0.945 -4.017 -2.252
H 2.065 -3.753 -3.591
H 1.772 -3.744 0.138
H -1.473 -5.463 2.764
H -4.768 2.495 -0.556
H -2.250 -5.311 -1.495
H 5.331 -3.188 2.193
H 3.893 -2.964 -1.954
H 4.750 -1.636 2.931
H -1.428 -2.946 2.741
H 5.343 -2.083 -0.041
H -5.460 7.243 -0.758
H 2.439 -2.041 -1.904
H 6.076 -0.663 0.722
H -1.894 -6.670 0.575
H -5.350 4.641 -0.812
H -0.204 1.512 0.951
H 6.484 -1.836 2.522
H 2.399 -5.008 -2.315
H -4.039 0.105 0.041
H 3.533 -3.850 0.354
*
```

=====

ORCA calculation (ωB97M-V/def2-TZVPD) on C20H24BrEuNOP2 as an isolated structure in a non-equilibrium geometry.

HOMO level (spin up / spin down): -0.2984 / -0.3378 Ha
Energy above the lowest of the compared OMol25 structures with the same formula, charge and spin: 211.9 kcal/mol
Orbital gap (spin up / spin down): 4.73 / 5.84 eV
LUMO (spin up / spin down): -0.1248 / -0.1233 Eh

```
! RIJCOSX wB97M-V def2-TZVPD def2/J DEFGRID3
* xyz 1 7
Eu 1.071 -1.182 2.788
Br -1.955 -0.661 2.662
P 1.351 -0.043 -1.782
P -0.730 0.925 -1.969
O 0.111 2.304 2.933
N -0.621 -1.898 -1.959
C -4.313 -1.936 -0.739
C -2.014 0.156 -2.964
C 0.195 -2.984 -1.991
C 1.832 -1.317 -2.941
C -3.512 -3.047 -0.461
C 0.875 -4.870 -0.688
C -1.955 -2.164 -1.990
C 1.463 -0.778 -0.111
C -0.196 -4.289 -1.460
C 2.470 -3.643 -2.077
C 2.204 -4.637 -1.136
C -2.721 -0.981 -2.221
C -0.446 2.471 -2.836
C 2.604 1.239 -1.930
C -2.426 -3.345 -1.328
C -3.999 -0.976 -1.717
C -1.598 -4.539 -1.324
C 0.454 1.198 2.860
C 1.532 -2.680 -2.315
C -1.574 1.257 -0.422
H -2.406 1.892 -0.865
H -1.969 -5.270 -0.564
H 2.467 1.872 -1.040
H -3.739 -3.515 0.509
H 2.997 -5.315 -0.786
H 0.320 2.447 -3.617
H 0.654 -1.556 -0.050
H 1.333 -1.340 -3.921
H -1.424 2.723 -3.261
H -5.259 -1.803 -0.225
H 2.923 -1.272 -3.023
H 2.522 1.860 -2.842
H -0.166 3.264 -2.144
H 2.499 -1.209 -0.131
H -4.747 -0.230 -2.010
H -2.724 0.947 -3.231
H 0.753 -5.549 0.175
H -1.610 -0.255 -3.900
H -1.833 0.352 0.141
H 3.486 -3.530 -2.482
H 3.570 0.696 -1.868
H -0.887 1.905 0.157
H 1.277 -0.003 0.690
H -0.150 -2.337 2.733
*
```